Record 1
3 unconnected molecules or ions with the total composition C21H31F3N2O2. Source: OMol25; level of theory: ωB97M-V/def2-TZVPD.

Last column: natural (NBO) charge in e.
CARTESIAN COORDINATES (ANGSTROEM)
C: -3.122334 2.430537 0.901135  -0.2802
O: -3.671655 1.066508 0.732931  -0.5587
C: -2.955695 0.314398 -0.309627  -0.0738
C: -1.560576 -0.395611 0.179411  -0.4556
C: -1.322878 -0.416445 1.801835  -0.4254
C: 0.298158 -0.529448 2.196634  -0.4166
C: 0.967818 0.950903 2.529706  -0.4695
C: 1.769174 1.432387 1.146036  0.4735
F: 3.199184 0.952508 1.160759  -0.4092
O: 1.733812 2.891236 0.944352  -0.5514
C: 1.013317 3.108853 -0.342000  -0.1048
C: 1.142592 4.661163 -0.851364  -0.2637
N: 0.150508 5.078428 -1.912244  -0.4677
N: -0.354382 4.013966 -2.638542  -0.6785
H: -3.140685 3.085634 -0.068267  0.1761
H: -1.997174 2.420637 1.297886  0.1690
H: -3.770806 2.962928 1.729424  0.2116
H: -3.715420 -0.495211 -0.748358  0.2028
H: -2.734923 1.076393 -1.200141  0.1645
H: -0.684537 0.073903 -0.439847  0.1979
H: -1.627305 -1.536811 -0.164633  0.2247
H: -1.717905 0.523985 2.376189  0.2115
H: -1.864596 -1.387295 2.225225  0.2397
H: 0.356363 -1.209599 3.154306  0.2233
H: 0.904842 -1.039276 1.332092  0.2115
H: 1.828243 0.845030 3.350080  0.2384
H: 0.193702 1.748464 2.898848  0.2308
H: 1.245273 0.829483 0.262905  0.1610
H: 1.555318 2.442052 -1.170205  0.1857
H: -0.084511 2.727771 -0.192129  0.1794
H: 2.233096 4.927107 -1.192659  0.2050
H: 0.912092 5.341925 0.102086  0.2013
H: -0.647895 5.624760 -1.518984  0.3568
H: 0.386348 3.401701 -3.043506  0.3607
H: -1.093651 3.481496 -2.131032  0.3277
F: 5.680546 0.787466 -5.240355  -0.3222
C: 5.275854 0.539675 -3.987583  0.3957
C: 5.225853 1.580058 -3.066303  -0.2903
C: 4.799644 1.323507 -1.763188  -0.1988
C: 4.438237 0.025872 -1.392636  -0.2369
C: 4.496652 -1.012635 -2.323237  -0.1967
C: 4.912178 -0.753594 -3.629098  -0.2899
H: 5.518372 2.579896 -3.369964  0.2269
H: 4.749584 2.131502 -1.037526  0.2261
H: 4.110130 -0.174624 -0.374933  0.2400
H: 4.218800 -2.022554 -2.031406  0.2157
H: 4.954984 -1.547260 -4.367601  0.2259
F: -1.743954 -3.370003 1.750944  -0.3255
C: -2.623616 -4.379780 1.716891  0.3961
C: -2.553202 -5.314190 0.689480  -0.2866
C: -3.465687 -6.368641 0.656490  -0.1908
C: -4.446281 -6.470775 1.646329  -0.2277
C: -4.511920 -5.525021 2.670619  -0.1902
C: -3.592396 -4.477166 2.709512  -0.2856
H: -1.789967 -5.213969 -0.075295  0.2283
H: -3.414191 -7.108779 -0.138176  0.2204
H: -5.160577 -7.290857 1.617710  0.2180
H: -5.278569 -5.604263 3.437611  0.2208
H: -3.623387 -3.738326 3.503415  0.2294

Forces on atoms 1 to 2 (eV/Å):
C 0.36 0.35 0.93
O 1.70 1.16 -1.09

Values from the calculation:
E_HOMO in eV: -8.38

***

Record 2
A molecular structure, C21H31GdO4. Source: OMol25; level of theory: ωB97M-V/def2-TZVPD.

Last column: Mulliken charge in e.
CARTESIAN COORDINATES (ANGSTROEM)
O: 0.866582 -0.161395 -5.771584  -0.4243
C: 0.950923 1.052909 -6.681664  0.1404
C: 0.844549 0.251650 -7.967544  -0.9031
H: 1.906218 1.582127 -6.577023  0.2458
H: 0.159750 1.780275 -6.470408  -0.4223
C: 0.820384 -0.959563 -7.019063  1.7527
H: 1.714266 0.319571 -8.610179  0.3333
H: -0.090337 0.315613 -8.526090  0.3020
C: 2.054707 -1.838157 -7.120855  -1.6712
H: 2.968152 -1.251769 -6.963030  0.3772
H: 2.175792 -2.318520 -8.105574  0.3776
H: 1.965367 -2.655799 -6.390494  0.3271
C: -0.470447 -1.740778 -7.189379  -1.7277
H: -1.317548 -1.090542 -6.955690  0.3516
H: -0.445813 -2.611630 -6.528130  0.4003
H: -0.612177 -2.091935 -8.221487  0.3878
Gd: 0.888686 -0.421160 -1.915331  -0.1146
C: -1.263777 -0.544759 0.663720  -1.1804
C: -1.158521 0.919285 0.967158  0.1952
C: -1.994778 1.545588 -0.154737  -1.0500
H: -1.471186 1.143467 1.992590  0.4060
C: -2.466345 0.560333 -0.956456  -0.4713
C: -2.024476 -0.729252 -0.463767  -0.8237
H: -2.331243 -1.676456 -0.887935  0.4458
H: -0.905822 -1.300923 1.339524  0.7274
H: -2.155031 2.614594 -0.245008  0.5479
H: -3.051155 0.662038 -1.867287  0.8718
C: 1.377030 -1.837074 -0.013041  -0.1689
C: 0.534699 -2.607066 -0.882198  -0.5338
C: 1.266890 -2.859654 -2.090765  -0.7205
H: -0.439630 -3.001714 -0.628217  0.5925
C: 2.560138 -2.235970 -1.954569  -0.4736
C: 2.616832 -1.605433 -0.670810  -0.5611
H: 3.485364 -1.121120 -0.205545  0.3909
H: 1.151599 -1.590620 1.019096  0.5856
H: 0.913577 -3.484942 -2.916978  0.4598
H: 3.396147 -2.310986 -2.672615  0.4033
O: -0.097877 1.676354 -3.291661  0.1906
C: -1.134355 1.246734 -4.192115  0.3725
C: -1.550852 2.455043 -5.020931  -0.7714
H: -1.944906 0.834818 -3.584088  0.0177
H: -0.771237 0.398686 -4.772106  -0.0231
C: -0.761824 3.665594 -4.396090  -0.5404
H: -2.614488 2.582698 -4.846934  0.4441
H: -1.368877 2.335051 -6.102308  0.3259
C: -0.026034 3.119403 -3.159240  -0.5357
H: -1.475491 4.458275 -4.174287  0.3369
H: -0.015636 4.099899 -5.071669  0.2258
H: -0.476773 3.407204 -2.192443  0.2054
H: 1.030114 3.416324 -3.126944  0.3268
C: 2.008406 2.535335 2.139310  -0.6981
O: 0.635290 2.188820 1.865578  -0.3186
C: 0.282914 1.385043 0.901717  0.5205
O: 1.022959 1.048982 -0.035658  -0.2911
H: 1.932719 3.135281 3.042230  0.2575
H: 2.438219 3.117516 1.334402  0.2838
H: 2.636662 1.666006 2.323402  0.2950

Forces on atoms 1 to 2 (eV/Å):
O 0.23 1.01 -2.64
C 0.15 0.33 1.05

Values from the calculation:
E_HOMO (alpha / beta) in eV: -3.61 / -4.89
ΔE to the lowest compared entry with this formula, charge and spin in kcal/mol: 0.0
2S+1: 8

***

Record 3
C21H31N3O3 in the gas phase. Source: OMol25; level of theory: ωB97M-V/def2-TZVPD.

Last column: natural (NBO) charge in e.
CARTESIAN COORDINATES (ANGSTROEM)
C: -4.587208 -4.324340 -0.666013  -0.2532
H: -5.178863 -4.510241 0.236270  0.1767
O: -4.672283 -2.980538 -1.071810  -0.5080
C: -4.250732 -2.011708 -0.211967  0.3855
C: -4.394230 -0.699298 -0.666675  -0.2829
C: -4.012321 0.369624 0.120671  -0.0066
C: -3.465462 0.130752 1.379265  -0.2508
C: -3.312199 -1.165111 1.827013  -0.1830
C: -3.699446 -2.241392 1.042364  -0.3397
H: -3.570659 -3.243070 1.420940  0.2189
H: -2.889360 -1.352257 2.803548  0.2133
H: -3.173077 0.965918 1.997807  0.2236
C: -4.128563 1.786357 -0.377944  -0.2450
N: -2.823314 2.412763 -0.439400  -0.4379
C: -2.470567 3.363128 0.453058  0.6841
O: -3.237150 3.841913 1.267000  -0.6370
C: -1.011815 3.751630 0.330569  -0.4997
C: -0.130294 2.503482 0.444544  -0.3918
C: -0.604291 1.379639 -0.504418  -0.3221
C: -1.822480 1.852100 -1.311801  -0.2069
H: -2.254778 1.007208 -1.849160  0.2240
H: -1.492406 2.587070 -2.054163  0.2213
C: 0.511387 0.999088 -1.476481  0.7014
O: 0.512002 1.398416 -2.628157  -0.6453
N: 1.495690 0.202947 -1.005069  -0.4452
C: 1.696670 -0.267024 0.345467  -0.2318
H: 0.866728 0.013620 0.989134  0.2149
C: 3.003416 0.326355 0.917143  -0.2244
N: 4.160124 0.113785 0.083582  -0.4647
C: 3.898565 0.499243 -1.282921  -0.2131
H: 4.753775 0.236914 -1.906631  0.2053
C: 2.619069 -0.120415 -1.864679  -0.2471
H: 2.411700 0.287409 -2.854533  0.2515
H: 2.711909 -1.209165 -1.933959  0.1844
H: 3.781523 1.590368 -1.302319  0.1931
C: 5.015282 -1.031411 0.335554  -0.0254
C: 5.814485 -0.791371 1.620802  -0.6112
H: 6.606352 -1.530144 1.710711  0.2081
H: 5.179266 -0.865697 2.499776  0.1966
H: 6.258741 0.199586 1.597898  0.2194
C: 4.324139 -2.400795 0.401576  -0.6328
H: 3.638425 -2.450734 1.244355  0.1989
H: 3.778624 -2.612360 -0.514806  0.2048
H: 5.075634 -3.175928 0.532168  0.2147
H: 5.728606 -1.053737 -0.496361  0.1942
H: 3.184193 -0.086467 1.908703  0.2067
H: 2.863634 1.410172 1.019899  0.1932
H: 1.762299 -1.360469 0.318442  0.1950
H: -0.913013 0.500916 0.068837  0.2302
H: -0.155670 2.153489 1.478750  0.2107
H: 0.900638 2.781603 0.214104  0.2165
H: -0.850032 4.236223 -0.633938  0.2255
H: -0.768968 4.462743 1.120289  0.2399
H: -4.593987 1.811446 -1.367869  0.2001
H: -4.722889 2.388105 0.316314  0.2569
H: -4.821248 -0.545537 -1.646006  0.2201
H: -4.995822 -4.907304 -1.489911  0.2014
H: -3.549774 -4.627517 -0.489574  0.1746

Forces on atoms 1 to 2 (eV/Å):
C 0.03 -0.23 0.08
H 0.04 0.01 -0.03

Values from the calculation:
E_HOMO in eV: -8.13
ΔE to the lowest compared entry with this formula, charge and spin in kcal/mol: 40.0

***

Record 4
C21H31N3O3S in the gas phase. Source: OMol25; level of theory: ωB97M-V/def2-TZVPD.

Last column: natural (NBO) charge in e.
CARTESIAN COORDINATES (ANGSTROEM)
C: -3.616490 -3.769204 4.218970  -0.6093
H: -4.175962 -3.431906 3.350198  0.2000
C: -2.920566 -2.603530 4.911621  -0.3954
H: -2.270673 -2.096074 4.197044  0.1893
C: -3.894532 -1.604658 5.539111  -0.3952
C: -4.836384 -0.909706 4.552273  -0.3969
C: -4.143738 -0.086167 3.466919  -0.4323
C: -3.357839 1.099571 4.032020  -0.0629
O: -2.919410 1.984108 3.020462  -0.4935
C: -1.828800 1.671483 2.269399  0.3104
C: -1.014651 0.556782 2.438891  -0.3199
C: 0.080197 0.359630 1.616503  -0.1424
C: 0.389063 1.273195 0.618674  0.0826
C: -0.415366 2.396532 0.450349  -0.1755
C: -1.513703 2.583904 1.259994  -0.2567
H: -2.146379 3.448699 1.138588  0.2240
H: -0.186895 3.108852 -0.324498  0.2429
N: 1.519073 1.072150 -0.212394  -0.5168
C: 2.711760 0.581263 0.241295  0.7116
O: 2.973763 0.283604 1.380156  -0.5899
C: 3.668869 0.484366 -0.937583  -0.5126
C: 2.956944 1.195111 -2.071576  -0.4267
C: 1.491536 1.309979 -1.612218  0.7577
O: 0.624733 1.933191 -2.181677  -0.6465
H: 3.346540 2.198048 -2.256218  0.2567
S: 3.042557 0.332805 -3.658459  0.2546
C: 1.702791 -0.760638 -3.321944  0.3573
N: 1.141902 -0.568396 -2.192962  -0.5325
C: 0.001656 -1.288044 -1.700396  -0.2301
C: 0.434650 -2.526412 -0.918496  -0.6086
H: 0.964982 -3.223718 -1.564753  0.2020
H: -0.436417 -3.023885 -0.500550  0.2133
H: 1.097565 -2.238556 -0.106625  0.2137
H: -0.533654 -0.599333 -1.041367  0.2229
H: -0.680690 -1.574622 -2.514322  0.1673
N: 1.433125 -1.719852 -4.228813  -0.6114
H: 0.558612 -2.208850 -4.089662  0.3939
C: 1.922744 -1.692141 -5.589890  -0.2134
H: 2.954949 -1.335289 -5.564315  0.2102
C: 1.082441 -0.793043 -6.492102  -0.6222
H: 0.054761 -1.147810 -6.539371  0.2046
H: 1.083009 0.224324 -6.108967  0.2228
H: 1.494382 -0.787016 -7.496859  0.2158
H: 1.916957 -2.719677 -5.963247  0.2039
H: 4.632933 0.921557 -0.679743  0.2446
H: 3.826800 -0.573021 -1.160431  0.2464
H: 0.704075 -0.506168 1.767227  0.2245
H: -1.211077 -0.169216 3.211673  0.2120
H: -2.512345 0.765760 4.643399  0.1720
H: -4.017135 1.707974 4.658850  0.1914
H: -4.902893 0.314564 2.790811  0.2157
H: -3.483542 -0.719178 2.872889  0.2032
H: -5.463689 -1.659960 4.068201  0.2053
H: -5.498482 -0.251728 5.120768  0.2019
H: -3.322806 -0.850606 6.083905  0.1980
H: -4.508415 -2.135130 6.271561  0.2016
H: -2.281204 -2.995976 5.706225  0.2039
H: -2.883538 -4.500528 3.885402  0.2108
H: -4.304547 -4.261684 4.902784  0.2016

Forces on atoms 1 to 2 (eV/Å):
C 0.20 0.17 0.04
H -0.10 -0.03 -0.11

Values from the calculation:
E_HOMO in eV: -7.93
ΔE to the lowest compared entry with this formula, charge and spin in kcal/mol: 51.1

***

Asked for F_max across the records above, the calculation gives 3.4, 5.8, 0.6, 0.8 eV/Å in order.